(1)
65
Properties=species:S:1:pos:R:3:forces:R:3 method="wB97M-V/def2-TZVPD" e_homo_ev=-13.55 charge=+2 e_lumo_ev=-6.359
Zn 0.5095 0.1720 -0.2752 -0.14 0.06 -0.29
C -2.8931 2.4453 -2.5714 0.03 0.13 0.00
N -3.1471 1.0806 -2.1101 0.10 0.06 -0.01
C -4.5260 0.6172 -2.2338 -0.10 -0.07 0.09
C -2.1883 0.3913 -1.5181 0.02 -0.19 -0.06
O -1.0344 0.8536 -1.3788 -0.22 0.08 0.11
C -2.4951 -1.0185 -1.0214 0.13 0.00 0.18
O -1.4601 -1.4391 -0.1497 -0.03 0.09 0.03
C -0.9619 -2.7411 -0.3685 0.00 0.15 0.04
C 0.2733 -2.6596 -1.2645 -0.05 -0.05 -0.08
O 0.7341 -1.5349 -1.5409 -0.04 -0.06 -0.01
N 0.7868 -3.7837 -1.7401 0.12 0.09 -0.07
C 0.3501 -5.1161 -1.3412 -0.09 -0.09 -0.01
C 1.8916 -3.7427 -2.6944 0.08 0.02 0.00
H -3.3267 2.5791 -3.5602 -0.02 -0.05 0.00
H -1.8256 2.6273 -2.6201 0.01 -0.03 0.00
H -3.3498 3.1653 -1.8892 -0.02 -0.04 0.00
H -4.9267 0.9496 -3.1881 0.04 -0.01 -0.03
H -5.1410 1.0386 -1.4361 0.00 -0.01 -0.03
H -4.5911 -0.4661 -2.2005 0.00 0.02 -0.04
H -2.5709 -1.6769 -1.8916 -0.05 0.01 -0.03
H -3.4365 -1.0504 -0.4709 -0.03 0.04 -0.06
H -1.7188 -3.3817 -0.8245 -0.01 -0.04 0.07
H -0.7038 -3.1500 0.6102 0.02 -0.06 -0.03
H -0.2946 -5.0820 -0.4680 0.03 -0.02 -0.01
H 1.2285 -5.7102 -1.0920 -0.01 0.01 0.03
H -0.1776 -5.6148 -2.1552 0.00 0.05 -0.02
H 1.9732 -2.7453 -3.1121 -0.01 -0.01 -0.02
H 1.6969 -4.4557 -3.4941 -0.03 0.00 0.01
H 2.8312 -4.0131 -2.2095 -0.03 -0.01 0.03
Br -4.3382 0.5733 5.4499 0.17 -0.02 -0.10
C -2.8142 0.4140 4.3522 -0.06 0.01 0.03
C -1.6510 -0.1572 4.8523 -0.13 0.02 0.11
C -0.5413 -0.2880 4.0406 0.16 -0.06 -0.29
C -0.5776 0.1530 2.7146 -0.53 0.12 0.48
C -1.7557 0.7216 2.2299 0.35 -0.08 -0.07
C -2.8652 0.8606 3.0384 -0.13 0.03 0.08
N 0.5217 0.0520 1.8361 0.54 -0.07 -0.16
C 1.7250 0.0143 2.2686 -0.46 0.12 0.19
C 2.8479 -0.1399 1.3462 0.49 -0.05 -0.23
C 4.1540 -0.2262 1.8063 -0.18 0.02 0.11
C 5.1768 -0.4233 0.8891 -0.03 0.00 -0.12
C 4.8579 -0.5213 -0.4559 0.04 -0.02 0.11
C 3.5270 -0.4098 -0.8370 0.00 -0.02 -0.09
N 2.5493 -0.2172 0.0403 0.15 -0.02 0.25
H -1.6181 -0.5053 5.8754 0.00 -0.02 -0.01
H 0.3396 -0.7737 4.4400 0.00 -0.01 0.01
H -1.7728 1.0829 1.2105 -0.11 -0.05 -0.06
H -3.7728 1.3131 2.6622 0.03 0.01 -0.01
H 1.9609 0.1087 3.3259 -0.03 -0.02 0.03
H 4.3604 -0.1449 2.8657 0.00 -0.03 -0.01
H 6.2023 -0.5050 1.2226 0.00 0.01 -0.01
H 5.6236 -0.6845 -1.2008 -0.02 0.02 -0.02
H 3.2302 -0.4758 -1.8766 0.01 -0.01 0.01
Cl -1.1898 5.5473 0.4843 -0.05 0.03 0.02
C 0.1665 4.5619 0.1136 0.11 -0.08 -0.01
C 1.4112 5.1114 -0.1526 0.02 -0.06 -0.04
C 2.4486 4.2447 -0.4539 -0.05 0.03 0.04
C 2.2074 2.8829 -0.4864 0.05 0.02 -0.02
N 1.0095 2.3504 -0.2224 0.04 0.07 -0.05
C 0.0126 3.1860 0.0770 -0.08 0.01 0.04
H 1.5668 6.1814 -0.1358 -0.06 0.01 0.04
H 3.4388 4.6254 -0.6599 0.00 -0.02 -0.05
H 3.0041 2.2005 -0.7462 0.00 -0.05 0.03
H -0.9519 2.7490 0.2960 0.02 0.07 -0.06


(2)
87
Properties=species:S:1:pos:R:3:forces:R:3 method="wB97M-V/def2-TZVPD" e_homo_ev=-12.46 charge=+1 e_lumo_ev=-5.550
C -3.7763 -0.2899 5.0628 0.28 0.24 -0.19
C -2.7496 0.5604 5.8030 -0.11 -0.13 0.04
C -2.5968 0.1072 7.2628 -0.04 0.04 -0.17
C -1.4426 0.6780 5.0011 0.08 -0.02 0.34
C -0.3533 1.4747 5.7157 -0.36 0.01 -0.23
C -0.9001 -0.6421 4.5101 0.02 0.21 -0.36
O -0.9276 -1.6483 5.6030 0.16 0.15 -0.18
C 0.1939 -2.2963 5.7909 -0.68 0.38 0.30
C 0.9961 -2.0610 6.9150 1.15 -0.73 0.14
C 2.1744 -2.7722 7.0359 -0.91 0.22 -0.16
P 3.2484 -2.3670 8.4853 -0.24 1.58 0.43
S 2.9384 -0.5382 9.0413 0.01 -0.31 -0.04
C 2.4558 -3.7070 6.0017 0.49 -0.22 0.39
Br 4.0310 -4.7306 6.0619 -0.13 0.02 -0.02
N 1.6881 -3.9337 4.9884 -0.67 0.15 -0.50
N 0.5580 -3.2136 4.9161 0.90 -0.39 0.16
H -4.6813 -0.3930 5.6457 -0.24 -0.02 0.08
H -3.3997 -1.2830 4.8359 -0.01 -0.26 0.12
H -4.0173 0.1882 4.1179 -0.21 0.00 -0.20
H -3.1659 1.5636 5.8157 0.08 0.28 0.07
H -1.5815 0.1653 7.6348 0.21 0.02 0.06
H -2.9422 -0.9133 7.3848 -0.01 -0.22 0.07
H -3.1934 0.7414 7.9058 -0.20 0.04 0.18
H -1.6879 1.2338 4.0975 -0.06 -0.01 -0.28
H 0.4692 1.6696 5.0357 0.24 0.02 -0.05
H -0.7574 2.4334 6.0184 0.00 0.20 0.19
H 0.0207 0.9706 6.5985 0.16 -0.08 0.19
H 0.1319 -0.5039 4.1935 0.23 -0.12 0.05
H -1.4403 -1.0494 3.6639 -0.32 -0.19 0.05
H 0.7142 -1.3168 7.6437 -0.06 0.17 0.06
H 4.5438 -2.6162 8.0372 0.02 -0.47 -0.06
H 2.9031 -3.3188 9.4535 0.19 -0.45 -0.28
H -0.0281 -3.4059 4.1104 0.01 -0.17 -0.21
C 2.4867 -3.6692 1.6086 0.30 -0.03 0.48
C 1.1542 -4.1600 1.0262 0.10 0.43 -0.24
C 1.1587 -5.3630 0.0790 -0.13 -0.19 0.10
F 1.8743 -5.0945 -1.0246 0.04 0.05 0.01
F -0.1180 -5.6120 -0.2835 0.03 0.00 -0.01
F 0.4943 -3.1279 0.4663 -0.02 -0.06 0.03
F 0.4136 -4.5592 2.1211 -0.08 -0.09 0.13
O 3.1015 -2.5544 1.0060 -0.45 0.04 -0.36
C 3.9781 -2.6881 -0.0452 0.11 -0.09 0.23
C 3.4502 -2.0143 -1.3150 -0.04 0.23 -0.28
F 2.2402 -2.5249 -1.6526 0.05 -0.08 0.14
F 4.3015 -2.2472 -2.3257 0.06 -0.07 0.02
F 4.3022 -3.9720 -0.2600 -0.06 -0.05 -0.07
F 5.1013 -2.0324 0.2942 0.15 0.02 0.03
H 2.2068 -3.3076 2.5954 0.10 0.03 0.03
H 3.1896 -4.4874 1.7695 -0.09 -0.11 -0.20
H 1.5669 -6.2468 0.5779 0.01 0.02 -0.02
H 3.3521 -0.9369 -1.1650 0.00 -0.02 0.08
C -0.5737 -2.2566 -5.2630 -0.20 -0.55 0.16
C 0.8489 -1.6855 -5.3624 -0.19 0.27 -0.35
C 1.3439 -0.8019 -4.2175 0.19 0.21 0.23
F 0.5908 0.3125 -4.0779 -0.06 -0.07 -0.06
F 2.6129 -0.4058 -4.4767 -0.03 -0.06 -0.04
F 1.0072 -1.0459 -6.5385 0.02 -0.01 0.06
F 1.6849 -2.7615 -5.3570 0.03 -0.11 0.09
O -1.6070 -1.5815 -5.9524 0.36 0.36 -0.18
C -2.3063 -0.5540 -5.3912 -0.02 -0.23 0.10
C -2.0987 0.7574 -6.1532 0.03 0.26 -0.26
F -0.7900 1.0781 -6.2112 0.01 -0.01 0.04
F -2.7427 1.7559 -5.5065 -0.05 -0.01 0.07
F -2.0355 -0.4086 -4.0791 0.03 0.06 0.02
F -3.6172 -0.8490 -5.4993 -0.16 -0.02 0.06
H -0.5137 -3.2207 -5.7646 0.03 0.00 -0.03
H -0.8492 -2.4592 -4.2276 0.10 0.16 0.06
H 1.3453 -1.3466 -3.2734 -0.13 -0.09 -0.07
H -2.4888 0.6757 -7.1691 -0.04 -0.08 0.02
C -1.0464 4.7249 -5.9781 -0.22 -0.55 0.17
C 0.3094 5.4466 -5.9993 -0.20 0.14 -0.38
C 0.6154 6.4401 -4.8758 0.15 -0.03 0.12
F -0.2605 7.4624 -4.8677 -0.04 0.00 -0.03
F 1.8540 6.9460 -5.0742 -0.04 0.00 0.01
F 0.5008 6.0350 -7.1972 0.00 0.01 0.05
F 1.2508 4.4676 -5.8672 0.04 -0.09 0.12
O -2.0834 5.2343 -6.7954 0.37 0.40 -0.19
C -2.9303 6.2201 -6.3773 -0.03 -0.28 0.11
C -2.8073 7.4883 -7.2292 -0.04 0.08 -0.11
F -1.5461 7.9547 -7.2128 0.04 0.02 0.05
F -3.6221 8.4324 -6.7098 -0.02 0.03 -0.01
F -2.7926 6.4884 -5.0663 0.05 0.06 0.02
F -4.1900 5.7678 -6.5622 -0.17 -0.04 0.05
H -0.8429 3.7446 -6.4037 0.07 0.01 -0.04
H -1.3915 4.5441 -4.9597 0.07 0.21 0.07
H 0.5938 5.9362 -3.9053 -0.02 0.01 -0.01
H -3.1020 7.2756 -8.2585 -0.01 -0.01 0.01


(3)
72
Properties=species:S:1:pos:R:3:forces:R:3 method="wB97M-V/def2-TZVPD" e_homo_ev="-1.15 / -1.15" multiplicity=2 charge=-2 e_lumo_ev="4.522 / 4.522"
Ce 0.0937 -0.3899 -0.3234 -1.83 1.07 3.61
C 3.8767 -2.6594 -1.0735 -0.22 -0.02 0.22
C 3.4059 -1.3111 -0.6371 0.59 0.23 -0.26
O 2.2904 -1.2258 0.0807 1.16 -0.46 0.34
C 4.0373 -0.1558 -0.9628 -0.19 -0.31 0.10
C 3.4212 1.1506 -0.9033 -0.07 0.36 0.22
C 4.1279 2.2680 -1.6355 -0.05 -0.12 0.10
N 2.2731 1.3464 -0.3395 -0.02 0.11 -0.22
N 1.7634 2.6200 -0.5497 -0.04 0.23 -0.12
C 0.5810 2.7944 -0.0030 0.46 -0.20 0.17
O -0.0575 1.9950 0.7528 -0.04 -0.19 -0.37
C -0.0590 4.1045 -0.3600 -0.27 0.11 0.06
C -1.3484 4.3605 0.0994 0.05 -0.09 0.04
C -2.0091 5.5278 -0.2537 -0.01 0.08 -0.04
C -1.3867 6.4603 -1.0722 -0.03 0.00 0.01
C -0.0963 6.2154 -1.5291 -0.03 0.04 -0.01
C 0.5609 5.0462 -1.1804 0.02 0.00 0.05
H 3.6314 -3.4017 -0.3149 0.09 -0.04 -0.02
H 4.9458 -2.6366 -1.2800 0.02 0.04 -0.01
H 3.3383 -2.9328 -1.9835 -0.01 -0.04 0.02
H 4.9893 -0.2343 -1.4690 0.00 -0.03 -0.03
H 5.1514 1.9855 -1.8850 0.00 -0.02 -0.01
H 4.1198 3.1764 -1.0351 0.01 0.04 -0.05
H 3.5757 2.4788 -2.5544 0.03 0.08 0.00
H -1.8176 3.6103 0.7239 0.01 -0.02 -0.03
H -3.0182 5.7091 0.0991 0.00 -0.02 0.01
H -1.9077 7.3669 -1.3602 0.02 0.01 0.01
H 0.3937 6.9396 -2.1710 0.01 -0.01 0.00
H 1.5584 4.8361 -1.5406 0.00 -0.04 0.00
C 1.9773 -1.7608 2.9642 -0.09 -0.06 -0.12
N 1.0884 -0.6735 2.6009 -0.17 0.31 0.03
C 1.6626 0.6167 2.9551 0.00 -0.06 0.04
C -0.2280 -0.8034 3.2190 -0.05 -0.10 -0.12
C -0.9045 -2.1437 2.9823 -0.03 0.03 -0.13
N -1.1350 -2.3450 1.5712 0.31 0.21 -0.03
C -1.8565 -3.3625 1.1848 -0.20 -0.18 0.07
C -2.1229 -3.5191 -0.2174 0.00 0.08 0.12
F -1.5360 -2.6196 -1.0415 -0.05 -0.02 -0.13
C -2.9257 -4.4804 -0.7537 -0.03 -0.10 0.14
F -3.1253 -4.5167 -2.0898 0.02 0.07 -0.10
C -3.5573 -5.4415 0.0323 -0.04 -0.04 0.03
C -3.2917 -5.3642 1.3884 -0.02 0.00 -0.27
F -3.8589 -6.2952 2.2001 0.00 -0.04 0.14
C -2.4843 -4.4087 1.9524 0.07 0.08 -0.03
F -2.2759 -4.5072 3.3015 0.01 0.04 0.04
H 1.9833 -1.9415 4.0546 0.02 0.05 0.02
H 2.9899 -1.5151 2.6446 -0.01 0.00 -0.03
H 1.6697 -2.6656 2.4416 0.05 -0.02 0.02
H 1.7535 0.7349 4.0530 0.05 -0.06 -0.01
H 1.0318 1.4107 2.5603 0.02 0.03 0.03
H 2.6503 0.7104 2.5026 -0.02 0.03 -0.03
H -0.8656 -0.0219 2.7912 0.00 0.06 0.12
H -0.1518 -0.6393 4.3128 0.00 0.04 0.00
H -1.8438 -2.1196 3.5537 0.02 -0.01 0.04
H -0.2960 -2.9479 3.4159 -0.03 0.02 0.11
H -4.2166 -6.1863 -0.3839 0.02 -0.01 -0.01
N -2.8672 2.1215 -2.9997 0.12 0.04 -0.07
C -2.2118 1.2568 -2.1652 -0.25 0.15 -0.13
O -0.9912 1.3001 -2.0946 0.05 -0.09 0.23
C -3.0717 0.3176 -1.3661 0.12 0.03 0.33
C -2.4589 0.0747 0.0296 -0.70 0.25 -0.33
H -2.3146 2.6446 -3.6580 0.03 -0.01 0.05
H -3.8442 1.9968 -3.1808 -0.05 -0.05 0.02
H -3.0937 -0.6247 -1.9283 0.00 0.03 -0.06
H -4.0999 0.7193 -1.3534 -0.04 -0.05 -0.17
H -3.0747 -0.7008 0.5067 0.19 -0.13 0.00
H -2.6596 0.9896 0.6153 0.23 0.00 0.04
O 1.4970 -2.4204 -3.6078 -0.12 0.09 0.44
Cl 0.5915 -1.7306 -2.6685 -0.16 -1.45 -2.88
O -0.6448 -1.3723 -3.3813 0.18 -0.03 0.07
O 1.4221 -2.3672 0.0183 0.11 -0.31 -0.13
O 1.2563 -0.4431 -2.3013 0.79 0.41 -1.18